Record 1
{
  "formula": "C42H56BCl3N8O4Zn",
  "method": "ωB97M-V/def2-TZVPD",
  "gap_ev": 7.5,
  "e_above_lowest_kcal_mol": 0.00,
  "energy_ev": -151241.888,
  "max_force_ev_per_a": 1.44,
  "elements": ["Zn", "C", "C", "C", "C", "C", "C", "C", "C", "C", "N", "N", "B", "N", "N", "C", "C", "C", "C", "C", "C", "C", "C", "C", "N", "N", "C", "C", "C", "C", "C", "C", "C", "C", "C", "H", "H", "H", "H", "H", "H", "H", "H", "H", "H", "H", "H", "H", "H", "H", "H", "H", "H", "H", "H", "H", "H", "H", "H", "H", "H", "H", "H", "H", "H", "H", "H", "H", "H", "H", "H", "H", "H", "H", "H", "H", "H", "H", "H", "H", "H", "O", "C", "O", "C", "C", "C", "C", "C", "C", "N", "C", "C", "C", "C", "C", "C", "N", "H", "H", "H", "H", "H", "H", "H", "H", "H", "H", "Cl", "C", "Cl", "Cl", "C", "O", "O"],
  "xyz": [[0.046, 0.070, 0.146], [0.998, -3.396, 0.221], [-0.175, -3.640, 1.156], [0.282, -3.731, 2.620], [-1.269, -2.618, 1.105], [-2.535, -2.924, 1.589], [-3.242, -1.732, 1.630], [-4.563, -1.716, 2.365], [-4.246, -2.131, 3.815], [-5.413, -0.452, 2.428], [-2.434, -0.784, 1.107], [-1.227, -1.320, 0.809], [-2.711, 0.698, 0.775], [-2.423, 1.028, -0.712], [-1.156, 1.090, -1.158], [-1.171, 1.603, -2.386], [-2.488, 1.884, -2.741], [-3.260, 1.503, -1.657], [-4.760, 1.534, -1.638], [-5.322, 0.123, -1.435], [-5.345, 2.550, -0.652], [0.044, 1.841, -3.222], [-0.220, 1.478, -4.684], [0.478, 3.303, -3.112], [-1.804, 1.593, 1.618], [-0.465, 1.554, 1.470], [0.060, 2.458, 2.294], [-0.967, 3.102, 2.982], [-2.136, 2.528, 2.526], [-3.518, 2.907, 2.951], [-3.698, 2.638, 4.446], [-3.773, 4.379, 2.625], [1.514, 2.749, 2.448], [1.908, 2.580, 3.916], [1.815, 4.180, 1.999], [1.826, -4.054, 0.474], [1.341, -2.372, 0.306], [0.709, -3.596, -0.807], [-0.638, -4.599, 0.888], [0.566, -2.750, 2.982], [1.133, -4.401, 2.718], [-0.523, -4.100, 3.250], [-2.874, -3.894, 1.896], [-5.166, -2.508, 1.902], [-3.573, -1.402, 4.262], [-3.769, -3.106, 3.857], [-5.161, -2.170, 4.403], [-4.867, 0.338, 2.933], [-6.308, -0.665, 3.012], [-5.724, -0.114, 1.444], [-3.834, 0.929, 0.991], [-2.839, 2.312, -3.657], [-5.063, 1.870, -2.636], [-4.840, -0.368, -0.596], [-5.147, -0.479, -2.324], [-6.393, 0.165, -1.250], [-5.263, 2.211, 0.373], [-6.397, 2.713, -0.873], [-4.825, 3.500, -0.739], [0.849, 1.213, -2.847], [-0.908, 2.189, -5.133], [-0.652, 0.483, -4.759], [0.706, 1.498, -5.253], [-0.323, 3.961, -3.437], [1.352, 3.478, -3.735], [0.726, 3.548, -2.084], [-0.880, 3.874, 3.718], [-4.243, 2.311, 2.400], [-3.078, 3.311, 5.032], [-3.405, 1.618, 4.682], [-4.736, 2.781, 4.739], [-3.124, 5.018, 3.217], [-4.807, 4.639, 2.838], [-3.575, 4.568, 1.573], [2.086, 2.053, 1.831], [1.401, 3.318, 4.530], [2.980, 2.711, 4.040], [1.627, 1.593, 4.270], [1.293, 4.890, 2.636], [1.495, 4.345, 0.973], [2.882, 4.373, 2.075], [7.362, 2.646, -1.231], [6.156, 3.052, -0.798], [6.018, 4.162, -0.361], [5.021, 2.091, -0.921], [5.176, 0.749, -1.261], [4.075, -0.072, -1.399], [2.791, 0.438, -1.200], [2.639, 1.760, -0.782], [3.738, 2.578, -0.655], [1.635, -0.291, -1.426], [1.597, -1.163, -2.351], [0.376, -1.863, -2.695], [0.372, -2.802, -3.730], [-0.806, -3.473, -4.010], [-1.934, -3.169, -3.263], [-1.830, -2.205, -2.264], [-0.712, -1.574, -1.986], [7.368, 1.739, -1.565], [6.155, 0.313, -1.410], [4.211, -1.117, -1.629], [1.642, 2.114, -0.576], [3.628, 3.609, -0.354], [2.465, -1.387, -2.977], [1.277, -3.000, -4.286], [-0.835, -4.227, -4.783], [-2.872, -3.669, -3.441], [-2.685, -1.947, -1.656], [3.801, -2.351, 2.345], [3.366, -0.710, 2.845], [4.424, 0.428, 1.997], [3.597, -0.555, 4.582], [1.852, -0.501, 2.411], [1.009, -0.573, 3.273], [1.751, -0.327, 1.179]],
  "mulliken_charge": [1.423, -0.807, 0.186, -1.374, -0.762, -1.150, -0.275, 0.279, -1.551, -1.585, 1.617, 1.056, -0.039, 0.732, 0.676, -0.892, -1.120, 0.394, 0.129, -1.071, -1.531, 2.581, -2.008, -1.724, 1.055, 0.144, -0.770, -0.981, 0.078, 1.614, -1.720, -1.688, 3.359, -1.629, -1.686, 0.574, -0.332, 0.124, 0.568, 0.135, 0.409, 0.403, 0.831, 0.456, 0.324, 0.414, 0.457, 0.271, 0.568, 0.092, -1.224, 0.559, 0.520, -0.026, 0.304, 0.408, 0.081, 0.527, 0.357, -0.893, 0.392, 0.376, 0.423, 0.390, 0.416, 0.301, 0.675, -0.803, 0.418, 0.313, 0.418, 0.334, 0.458, 0.345, -1.728, 0.396, 0.384, 0.301, 0.375, 0.240, 0.468, -0.511, 0.617, -0.566, 1.145, -1.643, -0.529, -0.213, 0.452, -0.569, 0.661, -0.492, -0.379, -0.793, -0.889, -1.085, -0.237, 0.736, 0.293, 0.175, 0.562, -0.208, 0.563, 0.572, 0.547, 0.441, 0.527, 0.237, -0.182, 1.165, -0.086, -0.142, -0.159, -0.734, -1.032]
}

***

Record 2
{
  "formula": "CH16F3K3O11S",
  "method": "ωB97M-V/def2-TZVPD",
  "gap_ev": 6.7,
  "energy_ev": -91770.759,
  "max_force_ev_per_a": 5.12,
  "charge": 2,
  "elements": ["K", "K", "K", "C", "F", "F", "F", "S", "O", "O", "O", "O", "H", "H", "O", "H", "H", "O", "H", "H", "O", "H", "H", "O", "H", "H", "O", "H", "H", "O", "H", "H", "O", "H", "H"],
  "xyz": [[-0.313, 3.560, 3.376], [1.248, -0.038, 4.221], [-0.795, -3.300, 1.975], [0.722, -0.139, 0.040], [0.507, -0.277, -1.305], [0.887, -1.362, 0.607], [1.831, 0.586, 0.259], [-0.822, 0.650, 0.789], [-0.341, 1.135, 2.111], [-1.262, 1.724, -0.180], [-1.767, -0.472, 0.882], [2.402, 2.103, 2.460], [3.230, 2.124, 1.979], [1.744, 2.363, 1.816], [-1.491, -1.276, 3.889], [-1.524, -1.532, 4.811], [-1.690, -0.340, 3.893], [-2.231, 4.174, -0.443], [-1.785, 4.635, 0.268], [-1.963, 3.261, -0.341], [-1.127, 2.360, -2.810], [-1.423, 1.508, -3.133], [-0.855, 2.192, -1.908], [-3.489, 0.092, -1.450], [-3.220, 0.399, -0.585], [-3.008, -0.727, -1.574], [2.449, -2.440, -2.359], [3.027, -2.849, -3.002], [2.971, -1.732, -1.982], [0.861, -0.903, -4.558], [1.198, -1.770, -4.782], [1.393, -0.625, -3.812], [1.209, -4.178, 0.212], [2.096, -3.837, 0.101], [1.333, -5.070, 0.535]],
  "mulliken_charge": [1.018, 0.971, 0.888, 0.592, -0.151, -0.198, -0.197, 0.712, -0.684, -0.526, -0.719, -0.562, 0.311, 0.273, -0.507, 0.293, 0.275, -0.575, 0.214, 0.479, -0.630, 0.314, 0.365, -0.567, 0.283, 0.301, -0.608, 0.301, 0.305, -0.587, 0.289, 0.310, -0.611, 0.304, 0.325]
}

***

Record 3
{
  "formula": "C9H19N5O4",
  "method": "ωB97M-V/def2-TZVPD",
  "gap_ev": 8.5,
  "e_above_lowest_kcal_mol": 51.29,
  "energy_ev": -25280.720,
  "max_force_ev_per_a": 6.69,
  "elements": ["C", "C", "C", "C", "C", "C", "C", "C", "C", "H", "H", "H", "H", "H", "H", "H", "H", "H", "H", "H", "H", "H", "H", "H", "H", "H", "H", "H", "N", "N", "N", "N", "N", "O", "O", "O", "O"],
  "xyz": [[-0.559, 2.519, -0.415], [-0.688, 0.964, -0.673], [0.826, 2.810, 0.029], [-1.938, -0.977, -0.043], [-3.473, -1.342, -0.191], [-1.174, -1.747, 1.036], [0.360, -1.843, 0.954], [0.821, -2.477, -0.320], [3.041, -1.356, -0.277], [-1.095, 3.971, 0.769], [-2.397, 3.209, -0.059], [-0.565, 3.043, -1.457], [1.071, 2.223, 0.984], [1.476, 2.510, -0.840], [1.832, 4.328, 0.850], [-2.029, 1.060, 0.767], [-1.465, -1.243, -1.053], [-1.448, -1.168, 1.895], [-1.530, -2.783, 1.121], [0.672, -0.738, 1.093], [0.863, -2.310, 1.828], [0.456, -1.920, -1.199], [0.344, -3.475, -0.407], [2.614, -3.232, 0.254], [4.540, -2.037, 0.589], [1.526, -0.310, -1.261], [2.985, 0.565, -0.896], [-3.573, 0.399, -0.937], [-1.517, 3.073, 0.442], [-1.813, 0.465, 0.010], [2.263, -2.482, -0.280], [4.280, -1.137, 0.069], [2.321, -0.200, -0.702], [0.091, 0.242, -1.398], [0.964, 4.194, 0.385], [-3.936, -2.457, -0.061], [-4.147, -0.340, -0.606]],
  "mulliken_charge": [0.686, -0.112, -0.613, 0.631, 0.269, -1.150, 0.086, -0.986, 0.300, 0.308, 0.221, 0.181, 0.359, 0.185, 0.357, 0.275, 0.201, 0.448, 0.338, -0.057, 0.476, 0.339, 0.370, 0.295, 0.190, 0.329, 0.263, 0.440, -0.756, -0.168, -0.182, -0.803, -0.270, -0.743, -0.585, -0.591, -0.531]
}

***

Record 4
{
  "formula": "C4H6N2O",
  "method": "ωB97M-V/def2-TZVPD",
  "gap_ev": 10.0,
  "e_above_lowest_kcal_mol": 59.84,
  "energy_ev": -9270.907,
  "max_force_ev_per_a": 2.25,
  "elements": ["C", "O", "C", "C", "N", "C", "N", "H", "H", "H", "H", "H", "H"],
  "xyz": [[-2.069, -0.378, -0.309], [-1.207, -0.115, 0.805], [0.050, 0.150, 0.385], [0.729, 1.292, 0.168], [2.018, 1.018, -0.259], [2.114, -0.271, -0.226], [0.943, -0.943, 0.192], [-2.003, 0.461, -1.005], [-3.095, -0.493, 0.055], [-1.757, -1.291, -0.818], [0.383, 2.296, 0.267], [3.021, -0.796, -0.484], [0.873, -0.932, 1.229]],
  "mulliken_charge": [-0.745, -0.389, 0.418, -0.345, -0.484, -0.105, -0.399, 0.331, 0.218, 0.325, 0.442, 0.413, 0.321]
}

***

Record 5
{
  "formula": "H3P3S",
  "method": "ωB97M-V/def2-TZVPD",
  "gap_ev": 6.9,
  "e_above_lowest_kcal_mol": 0.00,
  "energy_ev": -38748.891,
  "max_force_ev_per_a": 2.22,
  "elements": ["P", "P", "P", "S", "H", "H", "H"],
  "xyz": [[1.595, 0.322, -0.290], [-1.751, 0.374, 0.298], [-0.183, -1.075, -0.263], [3.143, -0.732, 0.260], [-1.176, 0.265, 1.506], [-1.074, 1.696, 0.212], [-0.553, -0.850, -1.722]],
  "mulliken_charge": [0.206, -0.107, -0.089, -0.228, 0.061, 0.064, 0.094]
}

***

Record 6
{
  "formula": "C3H5FN2",
  "method": "ωB97M-V/def2-TZVPD",
  "gap_ev": 9.5,
  "e_above_lowest_kcal_mol": 68.81,
  "energy_ev": -8886.161,
  "max_force_ev_per_a": 4.40,
  "elements": ["C", "C", "C", "N", "N", "F", "H", "H", "H", "H", "H"],
  "xyz": [[-1.687, -1.618, -0.026], [1.419, 0.470, 0.585], [2.259, -0.371, -0.076], [-1.283, -0.567, -0.637], [-0.839, 0.290, -1.224], [2.118, -1.675, -0.029], [-1.778, -2.506, -0.682], [-1.988, -1.528, 1.007], [1.812, 1.474, 0.704], [0.494, 0.060, 0.871], [3.249, -0.062, -0.203]],
  "mulliken_charge": [-0.394, -0.711, 0.041, 0.412, -0.518, -0.236, 0.229, 0.275, 0.233, 0.324, 0.345]
}